*w*
C2H5FNO | the ωB97M-V functional and the def2-TZVPD basis

## Properties
- Net charge: -1
- LUMO: 4.3 eV
- Gap between HOMO and LUMO: 0.2738 Eh
- HOMO: -0.1156 hartree

Each line ends with the Mulliken charge.
CARTESIAN COORDINATES (ANGSTROEM)
C 0.31 -0.77 -1.78  -0.542
C 0.05 1.17 0.97  -0.376
N -0.21 -1.53 -0.92  0.093
O -0.27 -1.62 0.40  -0.809
F -0.47 1.79 2.04  -0.316
H 0.81 0.05 -1.22  0.083
H -0.23 0.19 0.73  0.169
H -0.28 1.92 0.24  0.226
H 1.11 1.16 0.94  0.273
H -0.82 -2.35 -1.40  0.199



*x*
C2H5FNO | the ωB97M-V functional and the def2-TZVPD basis

## Properties
- Net charge: -1
- SMILES: [O-]NCCF
- LUMO: 4.6 eV
- Gap between HOMO and LUMO: 0.2421 Eh
- HOMO: -0.0724 hartree

Each line ends with the Mulliken charge.
CARTESIAN COORDINATES (ANGSTROEM)
O 0.44 -0.34 -2.09  -0.701
N -0.69 -0.55 -1.31  -0.331
C -0.62 0.51 0.00  -0.556
C 0.74 0.22 0.49  -0.248
F 1.49 1.20 1.35  -0.378
H -0.67 -1.47 -0.74  0.163
H -0.80 1.50 -0.38  0.315
H -1.34 0.12 0.68  0.271
H 1.25 0.15 -0.61  0.289
H 0.64 -0.70 1.05  0.174



According to the calculations, the structures order from most to least stable as *x*, *w*.



*w*
C4H10NS2 | the ωB97M-V functional and the def2-TZVPD basis

## Properties
- Net charge: +1
- LUMO: -5.3 eV
- Gap between HOMO and LUMO: 0.2611 Eh
- HOMO: -0.4553 hartree

Each line ends with the Mulliken charge.
CARTESIAN COORDINATES (ANGSTROEM)
C 1.54 -2.62 -0.05  -0.814
S 0.83 -1.59 -1.37  -0.063
S 2.51 -0.87 -2.31  -0.176
H 2.29 -3.28 -0.47  0.379
H 0.71 -3.22 0.33  0.278
H 1.94 -2.01 0.75  0.299
H 2.78 0.18 -1.52  0.154
C -0.72 1.75 0.79  0.217
C -0.78 3.05 0.58  -0.753
C -1.79 -0.35 0.34  -0.196
N -1.67 0.91 0.16  0.002
H -0.01 1.21 1.39  0.297
H -1.55 3.49 -0.04  0.254
H -0.08 3.72 1.06  0.267
H -2.59 -0.90 -0.12  0.290
H -1.03 -0.84 0.93  0.262
H -2.36 1.37 -0.43  0.305



*x*
C4H10NS2 | the ωB97M-V functional and the def2-TZVPD basis

## Properties
- Net charge: +1
- LUMO: -5.0 eV
- Gap between HOMO and LUMO: 0.2875 Eh
- HOMO: -0.4726 hartree

Each line ends with the Mulliken charge.
CARTESIAN COORDINATES (ANGSTROEM)
C -0.68 0.76 -0.89  -0.408
C 3.46 0.53 -0.49  -0.102
C -2.14 0.79 0.91  -0.755
C -1.67 -1.41 -0.07  -0.841
N -1.11 -0.06 0.18  0.372
S 1.82 0.36 -0.08  -0.167
S 4.65 -0.46 0.23  -0.011
H -0.66 0.04 -1.80  0.288
H 3.86 1.19 -1.36  0.295
H -1.74 1.69 1.63  0.302
H -2.76 1.45 0.22  0.338
H -2.87 0.21 1.53  0.310
H -2.42 -1.38 -0.96  0.390
H -0.88 -2.14 -0.34  0.313
H -2.33 -1.79 0.70  0.306
H -0.29 0.07 0.71  0.179
H 5.76 0.15 -0.14  0.191



*y*
C4H10NS2 | the ωB97M-V functional and the def2-TZVPD basis

## Properties
- Net charge: +1
- LUMO (alpha / beta): -5.6 / -5.6 eV
- Gap between HOMO and LUMO (alpha / beta): 0.2823 / 0.2823 Eh
- HOMO (alpha / beta): -0.4877 / -0.4877 hartree

Each line ends with the Mulliken charge.
CARTESIAN COORDINATES (ANGSTROEM)
C 0.19 -1.09 3.65  -0.621
C -0.54 -0.24 -0.27  0.699
C -0.41 0.36 -2.48  -1.323
C 1.05 1.58 -0.97  -0.797
N 0.05 0.59 -1.09  -0.074
S 0.11 -0.26 1.50  -0.274
S -1.73 -1.39 -0.74  -0.169
H 1.25 -1.33 3.41  0.366
H -0.50 -1.99 3.64  0.288
H -0.59 -0.67 -2.78  0.483
H -1.16 1.15 -2.54  0.461
H 0.33 0.68 -3.08  0.380
H 1.41 1.55 0.10  0.241
H 1.77 1.32 -1.63  0.383
H 0.63 2.48 -1.22  0.385
H -0.31 -0.37 4.27  0.359
H -1.53 -2.38 0.24  0.213



According to the calculations, the structures order from most to least stable as *w*, *y*, *x*.



*w*
C6H12N3O | the ωB97M-V functional and the def2-TZVPD basis

## Properties
- Net charge: +1
- SMILES: CC1=NN(C)[C@@](C)([NH3+])C1=O
- LUMO: -4.4 eV
- Gap between HOMO and LUMO: 0.3137 Eh
- HOMO: -0.4760 hartree

Each line ends with the Mulliken charge.
CARTESIAN COORDINATES (ANGSTROEM)
C -3.02 0.82 -0.02  -1.293
C -1.63 0.48 0.08  0.418
N -0.73 1.30 0.52  -0.664
N 0.46 0.72 0.65  0.365
C 1.67 1.57 0.72  -0.814
C 0.54 -0.56 -0.09  0.102
C 1.29 -0.61 -1.40  -1.415
N 0.89 -1.74 0.69  -0.168
C -0.98 -0.72 -0.32  0.736
O -1.32 -1.85 -0.52  -0.623
H -3.59 -0.01 -0.32  0.375
H -3.10 1.75 -0.76  0.287
H -3.42 1.23 0.92  0.348
H 1.33 2.54 1.11  0.348
H 2.43 1.06 1.35  0.251
H 2.09 1.82 -0.27  0.335
H 2.28 -0.45 -1.13  0.498
H 0.93 0.18 -2.13  0.313
H 0.98 -1.62 -1.65  0.443
H 0.16 -2.46 0.19  0.433
H 0.81 -1.49 1.69  0.347
H 1.93 -1.97 0.67  0.379



*x*
C6H12N3O | the ωB97M-V functional and the def2-TZVPD basis

## Properties
- Net charge: +1
- SMILES: C/N=N/C(C)=C(/O)C(C)=[NH2+]
- LUMO: -4.8 eV
- Gap between HOMO and LUMO: 0.2801 Eh
- HOMO: -0.4575 hartree

Each line ends with the Mulliken charge.
CARTESIAN COORDINATES (ANGSTROEM)
C 2.92 0.13 0.47  -0.739
N 1.56 0.41 0.44  0.014
N 0.89 1.07 -0.33  -0.411
C -0.43 1.43 -0.07  0.500
C -0.70 2.88 -0.07  -1.164
C -1.33 0.44 0.13  0.790
O -2.72 0.58 0.41  -0.673
C -1.03 -1.00 0.21  0.306
C 0.14 -1.70 -0.42  -1.278
N -2.04 -1.76 0.65  -0.317
H 3.09 -0.78 1.14  0.287
H 3.26 -0.12 -0.54  0.351
H 3.51 0.95 0.85  0.321
H -1.03 3.35 -0.96  0.283
H 0.22 3.35 0.22  0.357
H -1.53 2.89 0.70  0.368
H -3.10 1.39 0.00  0.372
H 1.03 -1.81 0.29  0.217
H 0.47 -1.14 -1.33  0.376
H -0.15 -2.74 -0.51  0.426
H -2.89 -1.11 0.70  0.356
H -2.20 -2.79 0.59  0.259



*y*
C6H12N3O | the ωB97M-V functional and the def2-TZVPD basis

## Properties
- Net charge: +1
- LUMO (alpha / beta): -5.0 / -5.0 eV
- Gap between HOMO and LUMO (alpha / beta): 0.2419 / 0.2418 Eh
- HOMO (alpha / beta): -0.4267 / -0.4267 hartree

Each line ends with the Mulliken charge.
CARTESIAN COORDINATES (ANGSTROEM)
C -2.06 1.15 -0.23  -0.454
C -1.72 -1.09 0.21  -0.597
C -1.07 0.11 0.13  0.523
C 1.18 -0.45 0.01  0.687
C 1.29 -1.96 -0.05  -1.137
C 0.73 1.83 0.28  -1.024
N -3.05 -0.88 -0.05  -0.070
N 0.25 0.41 0.26  -0.012
N 3.26 0.50 -0.30  -0.585
O -3.27 0.41 -0.27  -0.273
H -2.18 1.98 0.46  0.283
H -1.96 1.74 -1.20  0.262
H -1.23 -2.07 0.13  0.308
H 2.34 -2.45 -0.24  0.348
H 0.46 -2.37 -0.65  0.339
H 1.20 -2.09 1.01  0.421
H 1.78 1.84 0.42  0.539
H 0.46 2.24 -0.69  0.384
H 0.13 2.46 1.05  0.285
H -3.83 -1.29 0.44  0.269
H 3.43 -0.06 -1.07  0.261
H 3.84 0.04 0.37  0.242



According to the calculations, the structures order from most to least stable as *w*, *x*, *y*.



*w*
C2H5O2 | the ωB97M-V functional and the def2-TZVPD basis

## Properties
- Net charge: -1
- LUMO: 4.4 eV
- Gap between HOMO and LUMO: 0.2686 Eh
- HOMO: -0.1060 hartree

Each line ends with the Mulliken charge.
CARTESIAN COORDINATES (ANGSTROEM)
O 0.51 -1.03 -2.01  -1.074
H 0.53 -1.99 -2.06  0.122
C -0.15 1.73 0.75  -0.667
C -0.35 0.44 0.44  0.038
O -0.15 -0.71 1.20  -0.507
H -0.37 2.33 -0.15  0.217
H 0.59 2.12 1.47  0.234
H -0.48 0.10 -0.59  0.292
H 0.12 -1.39 0.56  0.343



*x*
C2H5O2 | the ωB97M-V functional and the def2-TZVPD basis

## Properties
- Net charge: -1
- LUMO: 3.8 eV
- Gap between HOMO and LUMO: 0.2200 Eh
- HOMO: -0.0810 hartree

Each line ends with the Mulliken charge.
CARTESIAN COORDINATES (ANGSTROEM)
O 1.05 2.39 0.36  -1.126
H 1.01 1.99 -0.52  0.162
C 0.30 -0.73 -0.77  -0.780
C -0.43 -0.35 0.26  0.173
O -1.39 -1.20 0.79  -0.503
H 0.80 0.06 -1.32  0.109
H 0.35 -1.73 -1.18  0.277
H -0.42 0.65 0.66  0.362
H -1.28 -1.09 1.74  0.326



According to the calculations, the structures order from most to least stable as *w*, *x*.



*w*
C2H9O2 | the ωB97M-V functional and the def2-TZVPD basis

## Properties
- Net charge: +1
- LUMO: -3.5 eV
- Gap between HOMO and LUMO: 0.5081 Eh
- HOMO: -0.6359 hartree

Each line ends with the Mulliken charge.
CARTESIAN COORDINATES (ANGSTROEM)
O 2.19 -0.29 1.11  -0.623
H 0.90 -0.59 0.38  0.480
H 2.80 -1.03 1.21  0.326
H 2.54 0.43 1.65  0.327
C -1.10 0.32 0.11  0.019
O 0.02 -0.73 -0.13  -0.346
C -1.62 0.74 -1.24  -1.221
H -1.80 -0.26 0.70  0.257
H -0.61 1.10 0.68  0.259
H 0.11 -0.85 -1.08  0.398
H -2.31 -0.01 -1.65  0.354
H -2.19 1.65 -1.16  0.338
H -0.80 0.94 -1.93  0.432



*x*
C2H9O2 | the ωB97M-V functional and the def2-TZVPD basis

## Properties
- Net charge: +1
- LUMO: -4.0 eV
- Gap between HOMO and LUMO: 0.4717 Eh
- HOMO: -0.6173 hartree

Each line ends with the Mulliken charge.
CARTESIAN COORDINATES (ANGSTROEM)
O 2.11 -1.27 0.28  -0.667
H 1.23 -0.22 0.26  0.467
H 2.64 -1.18 1.08  0.387
H 1.36 -1.92 0.41  0.406
C -0.67 1.08 -0.20  -0.064
O 0.52 0.56 0.51  -0.359
C -1.39 -0.18 -0.65  -1.184
H -1.28 1.80 0.42  0.328
H -0.38 1.69 -1.06  0.257
H 0.82 1.10 1.31  0.372
H -1.72 -0.85 0.15  0.345
H -2.32 0.17 -1.06  0.357
H -0.93 -0.77 -1.45  0.357



*y*
C2H9O2 | the ωB97M-V functional and the def2-TZVPD basis

## Properties
- Net charge: +1
- LUMO: -3.9 eV
- Gap between HOMO and LUMO: 0.4679 Eh
- HOMO: -0.6098 hartree

Each line ends with the Mulliken charge.
CARTESIAN COORDINATES (ANGSTROEM)
O -0.20 -2.37 -1.29  -0.685
H -0.13 -0.71 -1.03  0.386
H 0.04 -3.24 -0.95  0.320
H -0.82 -2.45 -2.14  0.351
C 0.30 0.58 1.00  -0.062
O -0.06 0.06 -0.48  -0.382
C 0.06 2.15 1.19  -1.041
H -0.54 0.08 1.54  0.229
H 1.22 0.16 0.98  0.354
H 0.26 0.67 -1.27  0.452
H -0.92 2.54 0.77  0.333
H -0.03 2.33 2.22  0.370
H 0.87 2.77 0.89  0.374



According to the calculations, the structures order from most to least stable as *w*, *x*, *y*.



*w*
H3N3O3 | the ωB97M-V functional and the def2-TZVPD basis

## Properties
- SMILES: [H]/N=N/N=O.OO
- LUMO (alpha / beta): -0.3 / -0.3 eV
- Gap between HOMO and LUMO (alpha / beta): 0.3363 / 0.3363 Eh
- HOMO (alpha / beta): -0.3482 / -0.3482 hartree

Each line ends with the Mulliken charge.
CARTESIAN COORDINATES (ANGSTROEM)
H -1.70 -0.25 -2.17  0.266
N -1.15 -0.86 -1.46  -0.791
N 0.02 -0.66 -1.22  0.522
N 0.91 -0.19 -0.61  0.577
O 2.09 -0.30 -0.39  -0.550
O -0.51 -0.04 1.63  -0.333
O 0.33 1.16 1.53  -0.374
H -1.19 0.31 1.05  0.341
H 1.21 0.83 1.65  0.343



*x*
H3N3O3 | the ωB97M-V functional and the def2-TZVPD basis

## Properties
- SMILES: [H]/N=N/N=O.OO
- LUMO: 0.1 eV
- Gap between HOMO and LUMO: 0.3338 Eh
- HOMO: -0.3296 hartree

Each line ends with the Mulliken charge.
CARTESIAN COORDINATES (ANGSTROEM)
H 2.56 -2.26 -0.01  0.251
N 3.12 -1.31 0.11  -0.706
N 2.51 -0.29 -0.15  0.419
N 1.93 0.66 0.16  0.570
O 1.57 1.72 -0.16  -0.528
O -1.64 1.29 -0.21  -0.344
O -0.89 0.34 0.52  -0.343
H -2.66 0.99 -0.31  0.334
H -0.76 0.75 1.43  0.347



According to the calculations, the structures order from most to least stable as *w*, *x*.



*w*
CH14O6 | the ωB97M-V functional and the def2-TZVPD basis

## Properties
- SMILES: CO.O.O.O.O.O
- LUMO: 0.3 eV
- Gap between HOMO and LUMO: 0.4038 Eh
- HOMO: -0.3926 hartree

Each line ends with the Mulliken charge.
CARTESIAN COORDINATES (ANGSTROEM)
C -1.14 0.22 0.63  -0.696
O -0.17 -0.70 0.19  -0.508
H -0.64 0.81 1.40  0.321
H -1.47 0.95 -0.11  0.220
H -1.92 -0.21 1.26  0.340
H 0.24 -0.95 1.02  0.308
O 0.93 -1.32 -2.82  -0.624
H 1.62 -0.82 -2.39  0.322
H 0.32 -1.55 -2.12  0.288
O -1.25 3.97 1.01  -0.620
H -0.96 3.83 0.11  0.352
H -2.07 3.48 1.07  0.305
O -0.19 3.05 -1.45  -0.681
H -0.88 3.34 -2.05  0.320
H 0.35 2.46 -1.97  0.308
O 1.36 -2.04 2.51  -0.672
H 0.93 -2.86 2.26  0.318
H 2.30 -2.22 2.38  0.314
O 0.75 -3.43 -0.07  -0.597
H 0.32 -2.61 -0.30  0.349
H 1.58 -3.41 -0.55  0.334



*x*
CH14O6 | the ωB97M-V functional and the def2-TZVPD basis

## Properties
- SMILES: CO.O.O.O.O.O
- LUMO: 0.5 eV
- Gap between HOMO and LUMO: 0.3933 Eh
- HOMO: -0.3757 hartree

Each line ends with the Mulliken charge.
CARTESIAN COORDINATES (ANGSTROEM)
C -1.05 3.12 0.22  -0.675
O -0.79 1.76 -0.04  -0.374
H -0.13 3.70 0.33  0.271
H -1.61 3.23 1.15  0.222
H -1.64 3.59 -0.58  0.278
H -0.40 1.71 -0.92  0.213
O 1.72 0.75 -1.18  -0.605
H 2.63 0.71 -1.50  0.287
H 1.49 -0.21 -1.09  0.380
O 1.24 -1.92 -0.55  -0.726
H 0.89 -2.07 0.34  0.340
H 0.49 -2.23 -1.09  0.345
O -0.90 -2.29 1.50  -0.651
H -0.66 -2.78 2.29  0.296
H -0.76 -1.36 1.74  0.329
O 0.88 -0.12 1.75  -0.554
H 1.53 -0.01 1.04  0.307
H 1.35 0.17 2.54  0.263
O -1.36 -1.01 -1.77  -0.640
H -1.43 -0.38 -2.50  0.327
H -1.10 -0.44 -1.02  0.368



According to the calculations, the structures order from most to least stable as *x*, *w*.



*w*
C3H8NO | the ωB97M-V functional and the def2-TZVPD basis

## Properties
- 2S+1: 2
- LUMO (alpha / beta): 0.8 / 0.8 eV
- Gap between HOMO and LUMO (alpha / beta): 0.2533 / 0.4003 Eh
- HOMO (alpha / beta): -0.2221 / -0.3693 hartree
- Expectation value of S²: 0.75

Each line ends with the Mulliken charge.
CARTESIAN COORDINATES (ANGSTROEM)
C -0.22 1.57 2.04  -0.553
N -1.51 1.13 2.09  -0.477
H 0.13 2.05 2.94  0.308
H 0.40 1.34 1.15  0.257
H -1.91 0.64 1.30  0.286
H -1.88 0.55 2.83  0.196
O -0.53 -0.49 -0.40  -0.454
C 0.02 -1.22 -1.21  0.114
C 1.13 -0.85 -2.24  -0.843
H -0.15 -2.29 -1.12  0.332
H 1.75 -1.75 -2.50  0.289
H 0.87 -0.38 -3.17  0.285
H 1.89 -0.31 -1.71  0.259



*x*
C3H8NO | the ωB97M-V functional and the def2-TZVPD basis

## Properties
- 2S+1: 2
- LUMO (alpha / beta): 1.0 / -1.3 eV
- Gap between HOMO and LUMO (alpha / beta): 0.3810 / 0.3224 Eh
- HOMO (alpha / beta): -0.3446 / -0.3692 hartree
- Expectation value of S²: 0.78

Each line ends with the Mulliken charge.
CARTESIAN COORDINATES (ANGSTROEM)
C -1.55 1.18 -0.74  -0.611
O -1.86 1.07 0.66  -0.510
H -2.40 1.58 -1.28  0.284
H -1.22 0.18 -1.03  0.275
H -0.76 1.91 -0.92  0.236
C 1.60 0.26 0.32  -0.824
C 1.58 -1.14 0.22  0.139
N 0.64 -1.74 -0.45  -0.491
H 0.80 0.66 -0.29  0.282
H 2.02 0.89 1.08  0.329
H 2.42 -1.76 0.56  0.339
H 0.91 -2.68 -0.74  0.235
H -1.04 0.81 1.08  0.317



According to the calculations, the structures order from most to least stable as *w*, *x*.